Version w
{
  "formula": "C20H35N5",
  "method": "the ωB97M-V functional and the def2-TZVPD basis",
  "charge": 0,
  "gap_ev": 11.714,
  "smiles": "CCCC#N.CCCC#N.CCCC#N.CCCC#N.CCCC#N",
  "species": ["C", "C", "C", "C", "N", "H", "H", "H", "H", "H", "H", "H", "C", "C", "C", "C", "N", "H", "H", "H", "H", "H", "H", "H", "C", "C", "C", "C", "N", "H", "H", "H", "H", "H", "H", "H", "C", "C", "C", "C", "N", "H", "H", "H", "H", "H", "H", "H", "C", "C", "C", "C", "N", "H", "H", "H", "H", "H", "H", "H"],
  "coordinates": [[4.205, -4.216, 1.047], [2.699, -4.429, 0.873], [2.171, -4.270, -0.559], [2.761, -5.305, -1.412], [3.234, -6.134, -2.052], [4.783, -4.485, 0.165], [4.527, -4.809, 1.904], [4.430, -3.185, 1.322], [2.117, -3.832, 1.576], [2.446, -5.447, 1.186], [2.492, -3.349, -1.059], [1.085, -4.324, -0.594], [-0.282, -2.834, -2.475], [-1.810, -2.826, -2.538], [-2.551, -1.533, -2.154], [-1.858, -0.292, -2.511], [-1.330, 0.708, -2.703], [0.223, -2.312, -3.285], [0.089, -3.863, -2.550], [0.094, -2.554, -1.487], [-2.162, -3.630, -1.894], [-2.091, -3.081, -3.561], [-2.673, -1.492, -1.068], [-3.551, -1.499, -2.584], [-3.212, 4.423, 2.544], [-3.876, 5.404, 3.516], [-5.236, 4.895, 4.025], [-5.176, 3.553, 4.599], [-5.059, 2.522, 5.075], [-3.619, 4.618, 1.548], [-3.413, 3.377, 2.768], [-2.134, 4.579, 2.517], [-3.906, 6.419, 3.123], [-3.249, 5.534, 4.406], [-5.974, 4.945, 3.221], [-5.629, 5.576, 4.783], [-1.683, 1.306, 0.444], [-0.239, 1.665, 0.829], [0.319, 0.760, 1.922], [0.315, -0.648, 1.508], [0.312, -1.748, 1.197], [-2.069, 2.019, -0.273], [-2.263, 1.300, 1.375], [-1.739, 0.270, 0.115], [-0.206, 2.712, 1.133], [0.372, 1.619, -0.076], [-0.307, 0.842, 2.815], [1.329, 1.046, 2.216], [2.315, -0.082, -1.973], [2.353, 1.292, -2.622], [3.708, 2.014, -2.605], [4.885, 1.111, -2.527], [5.812, 0.441, -2.453], [3.096, -0.756, -2.314], [1.335, -0.517, -2.162], [2.389, 0.016, -0.884], [1.575, 2.019, -2.389], [2.128, 1.132, -3.686], [3.794, 2.738, -1.792], [3.903, 2.593, -3.510]]
}

Version x
{
  "formula": "C20H35N5",
  "method": "the ωB97M-V functional and the def2-TZVPD basis",
  "charge": 0,
  "gap_ev": 11.364,
  "smiles": "CCCC#N.CCCC#N.CCCC#N.CCCC#N.CCCC#N",
  "species": ["C", "C", "C", "C", "N", "H", "H", "H", "H", "H", "H", "H", "C", "C", "C", "C", "N", "H", "H", "H", "H", "H", "H", "H", "C", "C", "C", "C", "N", "H", "H", "H", "H", "H", "H", "H", "C", "C", "C", "C", "N", "H", "H", "H", "H", "H", "H", "H", "C", "C", "C", "C", "N", "H", "H", "H", "H", "H", "H", "H"],
  "coordinates": [[-1.292, -0.725, 8.054], [-1.435, 0.795, 8.269], [-2.789, 1.287, 7.598], [-4.064, 0.721, 8.007], [-5.068, 0.327, 8.335], [-0.800, -0.987, 7.117], [-2.143, -1.404, 8.099], [-0.641, -1.136, 8.826], [-0.550, 1.306, 7.889], [-1.589, 1.007, 9.327], [-2.683, 1.132, 6.524], [-2.938, 2.355, 7.753], [-5.837, 0.625, -1.969], [-5.563, 1.405, -3.315], [-6.509, 2.526, -3.551], [-7.947, 2.219, -3.678], [-9.077, 1.981, -3.868], [-5.683, 1.335, -1.157], [-5.071, -0.137, -1.824], [-6.818, 0.151, -1.922], [-5.543, 0.827, -4.239], [-4.539, 1.778, -3.298], [-6.305, 3.205, -4.379], [-6.374, 3.107, -2.639], [1.815, 1.279, 1.060], [3.329, 1.303, 0.629], [3.731, 0.017, -0.087], [3.604, -1.308, 0.589], [3.450, -2.320, 1.102], [1.039, 1.064, 0.325], [1.683, 2.248, 1.540], [1.706, 0.561, 1.874], [3.950, 1.322, 1.525], [3.588, 2.189, 0.049], [4.760, 0.112, -0.433], [3.046, -0.052, -0.933], [8.581, 3.796, -5.777], [7.967, 5.232, -5.714], [6.474, 5.198, -5.438], [5.820, 6.474, -5.814], [5.328, 7.457, -6.066], [8.310, 3.016, -6.488], [8.546, 3.286, -4.814], [9.653, 3.949, -5.904], [8.164, 5.614, -6.716], [8.457, 5.840, -4.954], [6.401, 5.172, -4.351], [5.916, 4.368, -5.872], [-1.806, -5.990, 0.123], [-1.323, -7.370, 0.519], [-2.377, -8.509, 0.291], [-2.843, -8.840, -1.057], [-3.278, -9.149, -2.154], [-1.930, -5.847, -0.950], [-1.018, -5.297, 0.416], [-2.741, -5.802, 0.651], [-0.883, -7.485, 1.510], [-0.456, -7.573, -0.110], [-3.323, -8.197, 0.734], [-2.080, -9.456, 0.740]]
}

Preferred: version w; penalty for the next structure: 0.0625 hartree.

Version w
{
  "formula": "C14H14BF9N6OTi",
  "method": "the ωB97M-V functional and the def2-TZVPD basis",
  "charge": 2,
  "gap_ev": 7.055,
  "species": ["H", "N", "B", "N", "C", "Ti", "H", "C", "H", "C", "H", "C", "H", "H", "H", "N", "N", "N", "N", "C", "C", "H", "H", "C", "C", "C", "C", "H", "H", "H", "H", "H", "F", "C", "F", "F", "C", "O", "C", "F", "F", "F", "C", "F", "F", "F"],
  "coordinates": [[-2.709, -0.582, 2.467], [-1.614, -1.262, 0.780], [-0.587, -2.665, -1.125], [-1.662, -2.433, 0.006], [-2.657, -3.215, 0.474], [-0.252, -0.024, 0.067], [-2.919, -4.149, -0.009], [-3.303, -2.544, 1.535], [-4.175, -2.829, 2.098], [-2.598, -1.360, 1.726], [-0.741, -3.759, -1.584], [3.524, 1.397, -0.438], [3.284, 2.346, -0.945], [2.603, 1.043, 0.106], [3.685, 0.720, -1.304], [0.836, -2.588, -0.427], [-0.648, -1.569, -2.225], [1.367, -1.450, 0.180], [-0.446, -0.220, -1.913], [1.710, -3.600, -0.315], [-0.853, -1.685, -3.544], [1.515, -4.546, -0.802], [-1.113, -2.661, -3.934], [2.820, -3.162, 0.406], [-0.776, -0.421, -4.141], [2.616, -1.796, 0.633], [-0.485, 0.464, -3.097], [3.682, -3.733, 0.700], [-0.889, -0.194, -5.192], [3.274, -1.063, 1.098], [-0.318, 1.529, -3.105], [4.407, 1.543, 0.258], [0.526, 3.756, -0.641], [-0.535, 3.801, 0.207], [-0.703, 5.071, 0.648], [-1.612, 3.443, -0.551], [-0.381, 2.829, 1.393], [-0.136, 1.550, 0.861], [0.799, 3.201, 2.352], [0.449, 4.031, 3.365], [1.330, 2.065, 2.887], [1.790, 3.814, 1.652], [-1.710, 2.782, 2.168], [-2.310, 3.981, 2.399], [-2.594, 1.993, 1.477], [-1.488, 2.153, 3.353]]
}

Version x
{
  "formula": "C14H14BF9N6OTi",
  "method": "the ωB97M-V functional and the def2-TZVPD basis",
  "charge": 2,
  "gap_ev": 7.165,
  "species": ["H", "N", "B", "N", "C", "Ti", "H", "C", "H", "C", "H", "C", "H", "H", "H", "N", "N", "N", "N", "C", "C", "H", "H", "C", "C", "C", "C", "H", "H", "H", "H", "H", "F", "C", "F", "F", "C", "O", "C", "F", "F", "F", "C", "F", "F", "F"],
  "coordinates": [[0.722, 3.654, 0.504], [0.560, 2.013, -0.829], [0.379, 0.509, -2.947], [0.688, 1.869, -2.218], [1.023, 3.053, -2.731], [0.163, 0.287, -0.016], [1.187, 3.158, -3.795], [1.099, 4.004, -1.705], [1.327, 5.041, -1.789], [0.795, 3.324, -0.523], [0.532, 0.615, -4.132], [-2.227, -3.146, 1.203], [-1.519, -3.646, 1.864], [-1.968, -2.076, 1.197], [-2.119, -3.510, 0.179], [-1.091, 0.098, -2.627], [1.333, -0.605, -2.385], [-1.483, -0.107, -1.308], [1.364, -0.924, -1.018], [-2.145, -0.086, -3.439], [2.184, -1.414, -3.034], [-2.037, 0.066, -4.509], [2.322, -1.315, -4.099], [-3.253, -0.451, -2.669], [2.768, -2.299, -2.112], [-2.797, -0.461, -1.342], [2.228, -1.975, -0.868], [-4.250, -0.667, -3.028], [3.485, -3.068, -2.330], [-3.348, -0.696, -0.437], [2.401, -2.417, 0.108], [-3.238, -3.278, 1.556], [0.913, -2.020, 3.068], [1.304, -0.804, 3.536], [1.454, -0.880, 4.880], [2.514, -0.531, 2.974], [0.269, 0.261, 3.112], [0.022, 0.104, 1.746], [-1.046, 0.102, 3.907], [-0.971, 0.675, 5.139], [-2.050, 0.693, 3.209], [-1.371, -1.208, 4.056], [0.838, 1.675, 3.374], [1.392, 1.802, 4.600], [1.794, 1.967, 2.444], [-0.144, 2.610, 3.237]]
}

Preferred: version x; penalty for the next structure: 0.0177 hartree.